1.
DFT (the ωB97M-V functional and the def2-TZVPD basis) results for C3H7N3O in the gas phase.

Structure (XYZ):
```
14
Properties=species:S:1:pos:R:3:mulliken_charge:R:1
C -2.276 1.254 0.436 -0.788
N -0.885 0.866 0.573 -0.241
C -0.351 -0.045 -0.310 0.581
O -0.945 -0.459 -1.286 -0.602
N 0.953 -0.418 0.016 -0.207
C 1.829 -1.280 -0.636 0.037
N 2.898 -1.589 -0.009 -0.657
H -2.524 1.250 -0.626 0.307
H -2.426 2.260 0.836 0.282
H -2.955 0.562 0.950 0.274
H -0.459 0.976 1.481 0.228
H 1.427 0.036 0.788 0.229
H 2.300 -1.177 -1.614 0.288
H 3.416 -2.236 -0.600 0.268
```

Properties
- Energy relative to the best compared isomer or geometry (same formula, charge and spin): 160.2 kJ/mol
- HOMO energy: -9.73 eV
- Largest force on an atom: 3.11 eV Å⁻¹
- Structure (SMILES): [H]/N=C/NC(=O)NC
- Gap between HOMO and LUMO: 10.53 eV
- E_tot: -357.98887 a.u.

---

2.
DFT (the ωB97M-V functional and the def2-TZVPD basis) results for a molecular structure, C16H22N2O5RhS4.

Structure (XYZ):
```
50
Properties=species:S:1:pos:R:3:mulliken_charge:R:1
Rh -0.113 0.457 -0.673 0.779
C 0.928 3.829 -0.330 -0.927
C 2.202 2.997 -0.326 -0.640
S 2.085 1.378 0.469 0.040
C 1.681 1.831 2.180 -0.877
C 0.498 1.053 2.728 -0.556
S -1.012 1.111 1.729 0.038
C -1.412 2.878 1.716 -0.849
C -1.774 3.381 0.328 -0.728
S -0.568 2.992 -0.958 -0.015
H 1.083 4.696 -0.971 0.575
H 0.684 4.198 0.664 0.493
H 2.994 3.559 0.171 0.568
H 2.529 2.770 -1.339 0.325
H 1.520 2.907 2.224 0.484
H 2.555 1.606 2.792 0.548
H 0.243 1.400 3.730 0.590
H 0.735 -0.009 2.793 0.201
H -0.574 3.426 2.141 0.393
H -2.265 3.022 2.380 0.533
H -1.926 4.461 0.347 0.468
H -2.703 2.929 -0.023 0.436
N -0.946 -0.636 -2.541 -0.292
C -0.287 -0.505 -3.859 -0.696
C -0.024 0.958 -4.186 -0.589
C 1.116 1.521 -3.374 0.433
O 1.912 2.322 -3.802 -0.612
O 1.236 1.044 -2.141 -0.609
H -0.941 -1.602 -2.230 0.267
H -1.926 -0.375 -2.599 0.188
H -0.905 -0.969 -4.629 0.412
H 0.652 -1.055 -3.811 0.416
H -0.920 1.552 -3.978 0.205
H 0.210 1.088 -5.240 0.365
O -1.813 -1.179 -0.064 -0.700
C -0.895 -1.881 0.407 1.063
N 0.356 -1.389 0.391 -0.091
S 1.464 -2.430 1.064 0.885
O 2.413 -2.845 0.085 -0.629
O 1.925 -1.858 2.298 -0.674
C 0.255 -3.686 1.379 0.327
C 0.451 -4.937 1.924 -0.759
C -0.674 -5.745 2.064 -0.516
C -1.935 -5.308 1.668 -0.643
C -2.112 -4.045 1.115 -0.517
C -0.996 -3.242 0.976 0.025
H 1.432 -5.277 2.225 0.491
H -0.563 -6.735 2.486 0.423
H -2.787 -5.962 1.793 0.417
H -3.086 -3.693 0.803 0.531
```

Properties
- Energy relative to the best compared isomer or geometry (same formula, charge and spin): 0.0 kJ/mol
- HOMO energy (spin up / spin down): -11.89 / -12.42 eV
- Largest force on an atom: 0.63 eV Å⁻¹
- Gap between HOMO and LUMO (spin up / spin down): 9.16 / 6.83 eV
- E_tot: -2811.64401 a.u.
- Expectation value of S²: 6.015
- Multiplicity: 5
- Charge: +1

---

3.
DFT (the ωB97M-V functional and the def2-TZVPD basis) results for 9 unconnected molecules or ions with the total composition C65H141N7O9.

Structure (XYZ):
```
222
Properties=species:S:1:pos:R:3:mulliken_charge:R:1
C -15.241 21.653 -22.458 -1.132
C -15.702 21.571 -21.111 0.044
O -16.695 22.572 -21.051 -0.332
H -15.930 21.516 -23.292 0.453
H -14.393 20.985 -22.605 0.365
H -14.863 22.667 -22.586 0.209
H -14.990 21.796 -20.316 -0.254
H -16.087 20.596 -20.812 0.391
H -17.460 22.262 -21.541 0.234
C -15.447 26.117 -17.300 -2.082
C -16.476 25.061 -16.704 2.226
C -15.614 23.931 -15.990 -1.143
C -16.528 22.920 -15.333 -0.901
C -17.303 23.647 -14.275 -1.259
C -18.056 24.987 -14.690 1.683
N -17.295 25.824 -15.688 0.214
O -18.044 26.849 -16.208 -0.473
C -19.504 24.413 -15.139 -1.777
C -18.140 25.815 -13.369 -1.891
C -17.239 24.426 -17.892 -2.058
H -15.884 27.059 -17.632 0.424
H -14.751 25.823 -18.085 0.074
H -14.852 26.393 -16.430 0.515
H -15.068 23.420 -16.783 0.108
H -14.927 24.362 -15.262 0.536
H -15.938 22.108 -14.907 0.473
H -17.210 22.521 -16.084 0.341
H -16.553 23.813 -13.502 0.442
H -17.961 22.885 -13.857 0.396
H -20.077 25.174 -15.669 0.437
H -19.531 23.659 -15.925 0.329
H -20.020 24.051 -14.250 0.430
H -18.551 26.824 -13.426 0.331
H -18.611 25.320 -12.520 0.410
H -17.170 26.002 -12.909 0.450
H -16.609 23.893 -18.605 0.436
H -17.842 25.228 -18.318 0.426
H -17.937 23.693 -17.489 0.322
H -17.484 27.601 -16.002 0.361
C -6.120 22.972 -10.331 -1.888
C -5.782 22.934 -11.861 1.787
C -4.858 21.776 -12.275 -0.908
C -5.427 20.384 -12.165 -0.962
C -6.678 20.263 -13.017 -1.537
C -7.786 21.357 -12.779 3.050
N -7.110 22.693 -12.638 0.224
O -8.085 23.709 -12.439 -0.497
C -8.773 21.290 -13.956 -2.287
C -8.547 20.888 -11.451 -2.073
C -5.212 24.351 -12.330 -1.878
H -6.886 23.726 -10.154 0.438
H -5.221 23.203 -9.758 0.444
H -6.385 21.959 -10.028 0.332
H -4.649 21.789 -13.345 -0.031
H -3.950 21.758 -11.673 0.579
H -5.742 20.136 -11.152 0.376
H -4.709 19.622 -12.469 0.403
H -7.133 19.272 -13.009 0.549
H -6.329 20.291 -14.049 0.397
H -9.779 21.538 -13.617 0.507
H -8.646 21.946 -14.818 -0.025
H -8.779 20.294 -14.399 0.289
H -9.156 19.997 -11.602 0.371
H -7.940 20.784 -10.551 0.327
H -9.198 21.702 -11.134 0.445
H -4.132 24.500 -12.363 0.431
H -5.446 25.094 -11.567 0.415
H -5.598 24.735 -13.274 0.285
H -8.463 23.849 -13.311 0.270
C -5.634 26.810 -15.569 -1.644
C -7.117 26.968 -16.076 2.193
C -7.626 28.344 -15.499 -1.859
C -7.172 29.483 -16.320 -0.834
C -7.744 29.272 -17.721 -0.849
C -7.125 28.025 -18.438 1.685
N -7.269 26.928 -17.545 0.797
O -6.901 25.696 -18.159 0.665
C -8.043 27.837 -19.657 -2.228
C -5.632 28.137 -18.781 -1.647
C -7.960 25.895 -15.416 -2.909
H -5.277 25.870 -15.990 0.033
H -5.681 26.809 -14.480 0.337
H -5.017 27.606 -15.985 0.471
H -8.714 28.365 -15.560 0.439
H -7.401 28.385 -14.433 0.506
H -6.097 29.577 -16.473 0.326
H -7.427 30.381 -15.756 0.403
H -7.518 30.193 -18.260 0.490
H -8.831 29.194 -17.679 0.113
H -7.836 26.921 -20.211 0.417
H -9.097 27.747 -19.397 -0.068
H -7.991 28.604 -20.430 0.509
H -5.476 29.156 -19.136 0.362
H -4.857 27.807 -18.089 0.153
H -5.350 27.370 -19.502 0.399
H -9.029 26.110 -15.392 0.479
H -7.788 25.837 -14.341 0.734
H -7.731 24.873 -15.719 0.719
H -7.736 25.241 -18.291 -0.565
C -8.662 23.787 -24.188 -1.901
C -10.062 24.399 -24.596 2.539
C -10.912 24.374 -23.302 -0.597
C -12.117 25.297 -23.340 -1.664
C -11.658 26.744 -23.453 -0.441
C -10.716 27.010 -24.721 1.749
N -9.859 25.850 -24.942 0.143
O -9.353 25.973 -26.187 -0.521
C -11.631 27.284 -25.950 -1.727
C -9.915 28.201 -24.247 -1.222
C -10.714 23.574 -25.801 -1.927
H -8.681 23.147 -23.306 0.221
H -8.151 23.141 -24.902 0.337
H -8.030 24.620 -23.882 0.294
H -11.323 23.401 -23.034 0.403
H -10.203 24.574 -22.499 -0.258
H -12.600 25.017 -24.276 0.264
H -12.758 24.978 -22.518 0.555
H -11.027 26.950 -22.589 -0.573
H -12.469 27.471 -23.492 1.010
H -12.548 27.689 -25.523 0.384
H -11.797 26.305 -26.398 0.308
H -11.036 27.908 -26.617 0.441
H -9.766 28.369 -23.180 -0.219
H -10.397 29.119 -24.583 0.297
H -8.897 28.192 -24.636 0.313
H -10.086 23.414 -26.677 0.360
H -11.075 22.590 -25.503 0.455
H -11.665 23.996 -26.124 0.364
H -8.577 26.517 -26.035 0.408
C 0.856 23.402 -17.556 -2.077
C -0.401 23.812 -18.350 2.023
C -0.609 22.767 -19.495 -1.569
C -2.055 22.614 -20.050 -0.952
C -3.007 22.535 -18.759 -1.027
C -2.847 23.709 -17.823 2.686
N -1.489 23.797 -17.361 0.308
O -1.306 24.778 -16.418 -0.511
C -3.389 25.053 -18.376 -2.079
C -3.696 23.341 -16.572 -2.658
C -0.154 25.269 -19.103 -1.583
H 1.135 24.217 -16.889 0.457
H 1.773 23.238 -18.122 0.413
H 0.740 22.516 -16.932 0.426
H -0.052 23.084 -20.377 0.467
H -0.248 21.762 -19.276 0.409
H -2.090 21.786 -20.757 0.533
H -2.259 23.414 -20.762 0.281
H -2.796 21.560 -18.320 0.476
H -4.042 22.533 -19.100 0.178
H -3.303 25.921 -17.723 0.456
H -2.874 25.361 -19.286 0.382
H -4.431 24.915 -18.663 0.221
H -4.725 23.084 -16.823 0.091
H -3.165 22.480 -16.166 0.763
H -3.553 24.173 -15.882 0.436
H -0.106 25.296 -20.192 0.262
H 0.753 25.708 -18.687 0.455
H -0.895 26.028 -18.851 0.332
H -1.120 24.369 -15.570 0.355
C -7.398 22.379 -19.213 -2.917
C -8.972 22.330 -19.202 3.712
C -9.351 21.434 -17.943 -1.656
C -10.754 21.560 -17.515 -0.694
C -11.035 22.961 -17.026 -0.554
C -10.869 23.864 -18.280 2.546
N -9.503 23.633 -18.955 0.075
O -9.309 24.491 -20.075 1.329
C -12.168 23.617 -19.238 -1.210
C -10.848 25.266 -17.677 -1.384
C -9.485 21.655 -20.429 -2.090
H -6.990 22.455 -18.205 0.178
H -7.068 23.222 -19.820 0.504
H -6.861 21.582 -19.726 0.459
H -9.281 20.367 -18.156 0.025
H -8.602 21.445 -17.151 0.198
H -10.938 20.866 -16.695 0.427
H -11.499 21.192 -18.220 0.378
H -10.349 23.163 -16.203 0.121
H -12.047 22.926 -16.623 -0.017
H -12.805 24.493 -19.355 0.307
H -11.784 23.357 -20.225 -0.237
H -12.837 22.838 -18.873 0.054
H -10.661 26.083 -18.373 -0.129
H -11.783 25.537 -17.187 0.362
H -10.023 25.336 -16.968 -0.141
H -9.728 22.343 -21.238 -0.106
H -10.404 21.129 -20.169 0.293
H -8.868 20.874 -20.874 0.378
H -8.760 25.224 -19.788 -0.479
C -10.709 32.575 -23.074 -2.042
C -11.409 32.380 -21.762 1.568
C -12.939 32.455 -21.979 -1.142
C -13.747 32.069 -20.853 -0.757
C -13.375 30.586 -20.467 -1.570
C -11.864 30.405 -20.133 2.281
N -11.094 30.979 -21.269 0.638
O -9.729 30.813 -21.133 -0.498
C -11.561 30.939 -18.726 -1.649
C -11.752 28.894 -20.102 -0.762
C -10.999 33.579 -20.798 -1.712
H -9.626 32.451 -23.037 0.363
H -10.897 33.495 -23.628 0.405
H -11.069 31.792 -23.742 0.324
H -13.066 33.502 -22.254 0.476
H -13.196 31.920 -22.894 0.360
H -14.818 32.033 -21.051 0.383
H -13.590 32.735 -20.004 0.336
H -13.885 29.889 -21.133 0.473
H -13.845 30.299 -19.526 0.448
H -10.500 30.838 -18.495 0.221
H -11.746 32.013 -18.733 0.408
H -12.123 30.454 -17.928 0.356
H -11.809 28.572 -21.141 0.302
H -10.777 28.644 -19.682 -0.935
H -12.604 28.449 -19.587 0.529
H -11.438 33.649 -19.803 0.333
H -11.178 34.520 -21.318 0.485
H -9.927 33.595 -20.605 0.327
H -9.468 30.129 -21.753 0.317
O -6.901 19.731 -22.308 -0.488
H -5.987 19.461 -22.406 0.215
H -7.389 19.136 -22.878 0.307
```

Properties
- HOMO energy (spin up / spin down): 0.67 / -6.17 eV
- Largest force on an atom: 4.11 eV Å⁻¹
- Gap between HOMO and LUMO (spin up / spin down): 1.29 / 8.11 eV
- E_tot: -3621.11075 a.u.
- Expectation value of S²: 0.750
- Multiplicity: 2
- Charge: -1

---

4.
DFT (the ωB97M-V functional and the def2-TZVPD basis) results for 5 unconnected molecules or ions with the total composition C22H53BF3INO6S.

Structure (XYZ):
```
88
Properties=species:S:1:pos:R:3:mulliken_charge:R:1
C 4.584 -0.951 -0.362 -0.712
N 4.534 -2.221 0.458 0.039
C 4.643 -1.971 1.946 -0.801
B 3.370 -3.121 0.091 0.674
O 3.655 -4.596 0.031 -0.514
S 1.610 -2.591 -0.292 -0.021
I 1.572 -2.251 -2.736 0.175
C 0.356 -3.958 0.119 -0.431
C -1.120 -3.461 -0.415 -0.027
O -2.084 -3.137 0.646 -0.363
C -1.672 -1.977 1.451 -0.562
C -1.819 -0.523 0.704 0.756
F -3.210 -0.308 0.182 -0.250
F -0.772 -0.224 -0.300 -0.049
F -1.652 0.514 1.790 -0.280
H 4.205 0.012 0.192 0.091
H 4.068 -1.053 -1.410 0.172
H 5.739 -0.753 -0.592 0.313
H 5.811 -1.949 2.192 0.317
H 4.160 -2.847 2.585 0.313
H 4.211 -0.947 2.313 0.228
H 4.536 -4.686 0.534 0.368
H 0.255 -4.152 1.281 0.379
H 0.631 -4.998 -0.387 0.378
H -1.073 -2.592 -1.218 -0.009
H -1.579 -4.394 -1.002 0.240
H -0.597 -2.052 1.917 0.236
H -2.419 -1.942 2.382 0.351
C -5.137 1.580 -4.514 -1.007
C -4.198 0.496 -5.019 -0.275
O -2.866 0.955 -5.236 -0.443
C -2.182 1.478 -4.099 -0.753
C -2.033 0.474 -2.969 -0.490
H -5.165 2.421 -5.217 0.289
H -6.151 1.183 -4.398 0.382
H -4.822 1.974 -3.546 0.250
H -4.567 0.135 -5.984 0.339
H -4.196 -0.368 -4.348 0.262
H -2.672 2.394 -3.753 0.379
H -1.185 1.772 -4.443 0.322
H -3.001 0.148 -2.581 0.245
H -1.470 0.914 -2.140 0.251
H -1.503 -0.419 -3.318 0.205
C 3.124 5.461 -1.833 -0.605
C 2.989 3.992 -2.204 -0.296
O 3.580 3.110 -1.254 -0.440
C 3.057 3.162 0.072 -0.162
C 1.577 2.831 0.151 -0.968
H 4.180 5.730 -1.712 0.274
H 2.685 6.093 -2.612 0.410
H 2.619 5.692 -0.893 -0.091
H 3.505 3.822 -3.154 0.333
H 1.942 3.722 -2.371 0.220
H 3.269 4.138 0.522 0.131
H 3.616 2.424 0.658 0.267
H 0.967 3.541 -0.412 0.214
H 1.238 2.849 1.192 0.453
H 1.385 1.835 -0.262 0.272
C 2.521 6.243 3.675 -1.087
C 2.432 6.857 2.287 -0.408
O 1.420 6.272 1.472 -0.372
C 0.082 6.363 1.957 -0.326
C -0.396 7.792 2.147 -1.155
H 2.706 5.164 3.606 0.269
H 3.335 6.704 4.244 0.398
H 1.599 6.381 4.242 0.268
H 3.383 6.695 1.771 0.370
H 2.292 7.940 2.343 0.394
H -0.023 5.784 2.881 0.346
H -0.555 5.874 1.213 0.308
H 0.202 8.329 2.887 0.273
H -1.437 7.804 2.483 0.396
H -0.326 8.347 1.205 0.299
C -3.448 -6.108 2.815 -1.174
C -3.195 -6.275 1.326 0.259
O -2.067 -7.094 1.030 -0.341
C -2.115 -8.437 1.507 -0.344
C -3.286 -9.232 0.956 -1.023
H -2.565 -5.683 3.308 0.284
H -4.301 -5.443 2.985 0.385
H -3.666 -7.060 3.301 0.348
H -2.990 -5.291 0.892 -0.178
H -4.084 -6.657 0.815 0.268
H -2.109 -8.448 2.602 0.311
H -1.183 -8.916 1.188 0.313
H -4.247 -8.802 1.249 0.263
H -3.253 -10.263 1.324 0.386
H -3.256 -9.250 -0.139 0.291
```

Properties
- HOMO energy: -11.32 eV
- Largest force on an atom: 5.72 eV Å⁻¹
- Gap between HOMO and LUMO: 5.21 eV
- E_tot: -2396.13181 a.u.
- Charge: +1

---

5.
DFT (the ωB97M-V functional and the def2-TZVPD basis) results for 2 unconnected molecules or ions with the total composition C3H8OS2.

Structure (XYZ):
```
14
Properties=species:S:1:pos:R:3:mulliken_charge:R:1
C -2.230 0.398 1.265 -0.742
S -1.978 -0.619 -0.296 -0.066
S -0.833 0.768 -1.341 -0.178
H -1.236 0.531 1.657 0.247
H -3.051 -0.069 1.800 0.293
H -2.699 1.305 0.890 0.300
H 0.321 0.647 -0.660 0.117
O 2.564 0.428 -0.417 -0.497
C 2.618 0.225 0.772 0.163
C 2.959 -1.156 1.264 -0.848
H 2.549 1.061 1.481 0.385
H 2.159 -1.729 1.725 0.275
H 3.718 -0.998 2.048 0.278
H 3.470 -1.659 0.450 0.273
```

Properties
- Energy relative to the best compared isomer or geometry (same formula, charge and spin): 73.3 kJ/mol
- HOMO energy: -8.81 eV
- Largest force on an atom: 2.48 eV Å⁻¹
- Structure (SMILES): CC=O.CSS
- Gap between HOMO and LUMO: 9.44 eV
- E_tot: -990.68268 a.u.

---

6.
DFT (the ωB97M-V functional and the def2-TZVPD basis) results for 2 unconnected molecules or ions with the total composition C5H11O2.

Structure (XYZ):
```
18
Properties=species:S:1:pos:R:3:mulliken_charge:R:1
C -0.962 -1.170 1.362 -0.186
C -0.116 -2.403 1.049 -1.122
C -1.890 -0.685 0.257 -1.078
H -1.519 -1.427 2.277 0.296
H -0.319 -0.351 1.680 0.257
H 0.505 -2.597 1.916 0.307
H 0.523 -2.205 0.188 0.305
H -2.753 -1.309 0.010 0.391
H -2.253 0.282 0.600 0.264
H -0.693 -3.305 0.837 0.303
H -1.304 -0.615 -0.646 0.258
C 2.206 2.270 -1.544 -0.816
C 0.693 2.260 -1.136 0.555
O -0.094 2.551 -2.062 -0.725
O 0.424 1.948 0.048 -0.712
H 2.313 1.339 -2.101 0.186
H 2.852 2.221 -0.670 0.262
H 2.385 3.196 -2.066 0.256
```

Properties
- Energy relative to the best compared isomer or geometry (same formula, charge and spin): 26.3 kJ/mol
- HOMO energy: -3.86 eV
- Largest force on an atom: 1.34 eV Å⁻¹
- Gap between HOMO and LUMO: 7.70 eV
- E_tot: -347.63965 a.u.
- Charge: -1